# 1
{
  "formula": "C5H37NO12",
  "method": "ωB97M-V with the def2-TZVPD basis set",
  "symbols": ["C", "C", "C", "C", "C", "N", "H", "H", "H", "H", "H", "H", "H", "H", "H", "H", "H", "H", "H", "H", "H", "O", "H", "H", "O", "H", "H", "O", "H", "H", "O", "H", "H", "O", "H", "H", "O", "H", "H", "O", "H", "H", "O", "H", "H", "O", "H", "H", "O", "H", "H", "O", "H", "H", "O"],
  "coordinates": [[0.109, 1.013, 1.495], [-1.316, 1.450, 1.047], [-1.317, 1.925, -0.452], [-1.780, 2.521, 1.976], [-2.942, 2.188, 2.813], [0.522, -0.306, 0.951], [0.791, 1.883, 1.316], [0.083, 0.963, 2.583], [-1.917, 0.509, 1.096], [-2.320, 2.179, -0.914], [-0.526, 2.591, -0.519], [-1.128, 0.964, -0.921], [-1.928, 3.422, 1.346], [-0.962, 3.198, 2.428], [-2.813, 1.318, 3.395], [-3.085, 3.026, 3.608], [-3.844, 2.124, 2.182], [0.097, -0.508, 0.021], [0.154, -1.018, 1.611], [-3.044, -3.696, -0.328], [-1.700, -3.669, -0.877], [-2.104, -3.779, 0.071], [5.306, 1.827, -1.639], [4.785, 0.533, -1.402], [5.375, 1.200, -0.879], [-0.174, -2.484, -2.854], [0.396, -2.924, -1.534], [0.005, -3.291, -2.330], [2.198, -0.485, -0.303], [3.487, -0.823, 0.278], [3.164, -0.452, -0.617], [2.979, 2.987, -0.257], [1.667, 2.465, 0.234], [1.948, 3.256, -0.237], [2.609, 2.925, -2.740], [3.086, 1.755, -1.823], [3.392, 2.577, -2.273], [-2.850, -2.599, -3.624], [-1.611, -3.360, -3.231], [-2.512, -3.068, -2.826], [2.631, -2.715, 2.481], [1.576, -3.218, 3.404], [2.335, -2.615, 3.438], [-3.493, -2.413, 1.773], [-4.729, -1.804, 2.423], [-4.260, -2.648, 2.362], [0.153, -4.266, 1.591], [-1.184, -3.697, 1.622], [-0.283, -3.506, 1.973], [0.478, 2.862, -1.822], [0.768, 3.730, -3.047], [0.502, 2.848, -2.757], [1.133, -0.080, -2.332], [1.300, -0.282, -3.874], [0.792, -0.534, -3.103]],
  "lowdin_charge": [-0.22, -0.37, -0.04, -0.31, -0.11, 0.01, 0.10, 0.12, 0.14, 0.12, 0.02, 0.06, 0.11, 0.15, 0.05, 0.11, 0.09, 0.07, 0.07, 0.10, 0.06, -0.13, 0.02, 0.05, -0.13, 0.03, 0.04, -0.07, 0.01, 0.10, -0.13, 0.13, -0.03, -0.11, 0.03, 0.02, -0.10, 0.06, 0.06, -0.11, 0.06, 0.00, -0.09, 0.03, 0.03, -0.07, 0.03, 0.01, -0.08, -0.04, 0.06, -0.04, 0.01, 0.06, -0.03],
  "molar_mass_g_mol": 303.3,
  "e_lumo_ev": -0.15,
  "spin_multiplicity": 1,
  "de_lowest_kj_mol": 364.8,
  "gap_ev": 9.87,
  "homo_energy_ev": -10.019
}

=====

# 2
{
  "formula": "C14H56O14",
  "method": "ωB97M-V with the def2-TZVPD basis set",
  "symbols": ["C", "O", "H", "H", "H", "H", "C", "O", "H", "H", "H", "H", "C", "O", "H", "H", "H", "H", "C", "O", "H", "H", "H", "H", "C", "O", "H", "H", "H", "H", "C", "O", "H", "H", "H", "H", "C", "O", "H", "H", "H", "H", "C", "O", "H", "H", "H", "H", "C", "O", "H", "H", "H", "H", "C", "O", "H", "H", "H", "H", "C", "O", "H", "H", "H", "H", "C", "O", "H", "H", "H", "H", "C", "O", "H", "H", "H", "H", "C", "O", "H", "H", "H", "H"],
  "coordinates": [[2.090, -3.320, -1.424], [2.991, -3.749, -0.413], [2.380, -3.727, -2.399], [1.086, -3.695, -1.213], [2.119, -2.246, -1.590], [2.775, -4.668, -0.238], [-0.180, -0.307, -0.216], [-0.923, -0.381, 1.001], [0.221, -1.310, -0.375], [-0.807, -0.056, -1.071], [0.613, 0.432, -0.093], [-0.634, -1.149, 1.509], [4.014, -0.559, 0.021], [4.375, -1.549, 0.990], [4.354, 0.394, 0.420], [4.425, -0.687, -0.983], [2.923, -0.546, -0.031], [3.924, -2.357, 0.718], [-3.642, 1.383, -0.919], [-2.975, 1.701, -2.110], [-3.509, 0.351, -0.598], [-3.473, 2.123, -0.135], [-4.734, 1.496, -0.998], [-2.698, 0.873, -2.520], [-0.429, 3.958, 0.824], [0.633, 3.579, -0.021], [-1.231, 3.212, 0.805], [-0.131, 4.040, 1.868], [-0.878, 4.885, 0.457], [0.267, 3.220, -0.852], [4.223, 3.291, 0.001], [3.107, 2.648, -0.614], [4.935, 3.452, -0.806], [3.952, 4.224, 0.497], [4.588, 2.639, 0.798], [2.265, 2.915, -0.211], [0.493, 2.850, -3.604], [-0.263, 2.731, -2.405], [0.164, 3.712, -4.187], [1.525, 3.016, -3.299], [0.355, 1.942, -4.191], [-1.005, 2.121, -2.449], [-3.118, -0.217, -4.681], [-2.236, -0.652, -3.631], [-3.036, 0.860, -4.819], [-2.839, -0.619, -5.659], [-4.134, -0.547, -4.468], [-2.530, -1.541, -3.408], [1.562, -1.237, -4.232], [0.682, -0.752, -3.216], [1.635, -0.527, -5.054], [2.501, -1.489, -3.741], [1.210, -2.190, -4.638], [-0.163, -1.200, -3.315], [1.790, -1.542, 3.583], [2.798, -1.063, 4.523], [1.827, -2.616, 3.789], [0.840, -1.146, 3.933], [1.964, -1.459, 2.510], [3.522, -1.693, 4.480], [-1.221, -3.454, 3.468], [-0.833, -2.944, 2.209], [-0.658, -4.333, 3.775], [-1.264, -2.670, 4.225], [-2.306, -3.598, 3.383], [-0.795, -3.662, 1.574], [2.209, 1.890, 2.591], [1.715, 1.591, 3.917], [3.275, 1.669, 2.660], [1.750, 1.271, 1.819], [1.959, 2.942, 2.476], [1.792, 0.635, 4.009], [-3.982, -2.371, 0.675], [-4.664, -3.296, 1.551], [-3.732, -2.859, -0.270], [-4.579, -1.498, 0.416], [-3.022, -2.126, 1.128], [-4.882, -2.741, 2.308], [-3.590, 1.672, 2.784], [-3.190, 0.314, 2.675], [-4.435, 1.896, 2.127], [-3.984, 1.824, 3.790], [-2.780, 2.374, 2.588], [-2.341, 0.224, 2.223]],
  "lowdin_charge": [-0.15, -0.11, 0.08, 0.08, 0.05, 0.09, -0.10, -0.15, 0.07, 0.06, 0.07, 0.03, -0.14, -0.13, 0.06, 0.08, 0.06, 0.03, -0.14, -0.12, 0.07, 0.07, 0.08, 0.02, -0.13, -0.16, 0.06, 0.08, 0.08, 0.04, -0.15, -0.16, 0.08, 0.08, 0.05, 0.02, -0.10, -0.14, 0.08, 0.09, 0.07, 0.05, -0.11, -0.14, 0.09, 0.08, 0.09, 0.10, -0.14, -0.14, 0.08, 0.07, 0.08, 0.04, -0.13, -0.12, 0.08, 0.08, 0.07, 0.08, -0.13, -0.14, 0.09, 0.09, 0.08, 0.09, -0.12, -0.13, 0.08, 0.06, 0.07, 0.00, -0.15, -0.12, 0.07, 0.07, 0.05, 0.07, -0.16, -0.13, 0.07, 0.07, 0.07, 0.03],
  "molar_mass_g_mol": 448.6,
  "e_lumo_ev": -0.27,
  "spin_multiplicity": 1,
  "de_lowest_kj_mol": 175.1,
  "gap_ev": 8.95,
  "homo_energy_ev": -9.223
}

=====

# 3
{
  "formula": "C24H29N5O6S",
  "method": "ωB97M-V with the def2-TZVPD basis set",
  "symbols": ["C", "C", "C", "S", "C", "O", "N", "C", "H", "H", "C", "C", "O", "O", "C", "H", "H", "C", "O", "N", "C", "C", "N", "H", "H", "N", "C", "O", "N", "C", "O", "H", "C", "C", "C", "C", "C", "C", "C", "H", "H", "H", "H", "H", "H", "H", "C", "H", "H", "C", "C", "H", "H", "H", "C", "H", "H", "H", "H", "H", "H", "H", "H", "H", "H"],
  "coordinates": [[4.436, -2.536, 3.588], [3.946, -1.614, 2.528], [4.515, -1.443, 1.326], [3.641, -0.314, 0.344], [2.448, -0.099, 1.619], [1.486, 0.646, 1.551], [2.808, -0.841, 2.701], [2.057, -0.704, 3.932], [2.727, -0.337, 4.718], [1.303, 0.061, 3.726], [1.361, -1.984, 4.411], [0.681, -2.709, 3.261], [0.898, -3.850, 2.963], [-0.205, -1.904, 2.674], [-0.775, -2.335, 1.443], [-0.833, -3.428, 1.419], [-1.767, -1.892, 1.383], [0.169, -1.875, 0.326], [1.335, -2.220, 0.346], [-0.331, -1.039, -0.601], [-1.651, -0.518, -0.581], [-1.838, 0.808, -0.234], [-0.803, 1.580, 0.138], [-0.956, 2.527, 0.432], [0.054, 1.139, 0.460], [-3.093, 1.367, -0.308], [-4.210, 0.637, -0.698], [-5.309, 1.136, -0.777], [-3.976, -0.678, -0.965], [-2.753, -1.359, -0.941], [-2.717, -2.547, -1.196], [-4.786, -1.226, -1.232], [-3.303, 2.775, -0.003], [-2.573, 3.690, -0.953], [-2.558, 3.414, -2.314], [-1.895, 4.253, -3.190], [-1.247, 5.382, -2.716], [-1.265, 5.668, -1.362], [-1.921, 4.823, -0.484], [-1.935, 5.053, 0.573], [-0.766, 6.549, -0.987], [-0.732, 6.038, -3.401], [-1.888, 4.029, -4.246], [-3.073, 2.540, -2.687], [-3.020, 2.976, 1.036], [-4.384, 2.932, -0.098], [0.559, -0.583, -1.667], [0.067, 0.247, -2.179], [1.482, -0.218, -1.209], [0.912, -1.685, -2.673], [-0.315, -2.134, -3.458], [-0.739, -1.297, -4.013], [-1.075, -2.535, -2.793], [-0.043, -2.911, -4.168], [2.000, -1.167, -3.611], [2.279, -1.939, -4.324], [2.886, -0.880, -3.050], [1.644, -0.300, -4.165], [1.307, -2.535, -2.112], [0.600, -1.703, 5.140], [2.058, -2.675, 4.882], [5.385, -1.928, 0.936], [4.450, -2.050, 4.562], [3.796, -3.417, 3.637], [5.443, -2.860, 3.342]],
  "lowdin_charge": [-0.01, -0.35, -0.34, 1.08, -0.72, -0.03, -0.03, -0.11, 0.13, 0.13, -0.05, -0.50, 0.14, 0.03, -0.03, 0.15, 0.13, -0.39, 0.06, 0.02, -0.12, -0.21, 0.24, 0.10, 0.07, 0.06, -0.48, 0.08, 0.22, -0.43, 0.07, 0.17, -0.08, -0.23, -0.03, -0.07, -0.09, -0.08, -0.06, 0.11, 0.10, 0.10, 0.11, 0.12, 0.14, 0.13, -0.12, 0.14, 0.08, -0.40, -0.06, 0.08, 0.05, 0.08, -0.07, 0.08, 0.07, 0.08, 0.13, 0.13, 0.11, 0.07, 0.08, 0.09, 0.09],
  "molar_mass_g_mol": 515.6,
  "e_lumo_ev": 0.49,
  "spin_multiplicity": 1,
  "smiles": "Cc1csc(=O)n1CCC(=O)OCC(=O)N(CC(C)C)c1c(N)n(Cc2ccccc2)c(=O)[nH]c1=O",
  "de_lowest_kj_mol": 0.0,
  "gap_ev": 8.60,
  "homo_energy_ev": -8.113
}

=====

Copy entry 1 word for word.
{
  "formula": "C5H37NO12",
  "method": "ωB97M-V with the def2-TZVPD basis set",
  "symbols": ["C", "C", "C", "C", "C", "N", "H", "H", "H", "H", "H", "H", "H", "H", "H", "H", "H", "H", "H", "H", "H", "O", "H", "H", "O", "H", "H", "O", "H", "H", "O", "H", "H", "O", "H", "H", "O", "H", "H", "O", "H", "H", "O", "H", "H", "O", "H", "H", "O", "H", "H", "O", "H", "H", "O"],
  "coordinates": [[0.109, 1.013, 1.495], [-1.316, 1.450, 1.047], [-1.317, 1.925, -0.452], [-1.780, 2.521, 1.976], [-2.942, 2.188, 2.813], [0.522, -0.306, 0.951], [0.791, 1.883, 1.316], [0.083, 0.963, 2.583], [-1.917, 0.509, 1.096], [-2.320, 2.179, -0.914], [-0.526, 2.591, -0.519], [-1.128, 0.964, -0.921], [-1.928, 3.422, 1.346], [-0.962, 3.198, 2.428], [-2.813, 1.318, 3.395], [-3.085, 3.026, 3.608], [-3.844, 2.124, 2.182], [0.097, -0.508, 0.021], [0.154, -1.018, 1.611], [-3.044, -3.696, -0.328], [-1.700, -3.669, -0.877], [-2.104, -3.779, 0.071], [5.306, 1.827, -1.639], [4.785, 0.533, -1.402], [5.375, 1.200, -0.879], [-0.174, -2.484, -2.854], [0.396, -2.924, -1.534], [0.005, -3.291, -2.330], [2.198, -0.485, -0.303], [3.487, -0.823, 0.278], [3.164, -0.452, -0.617], [2.979, 2.987, -0.257], [1.667, 2.465, 0.234], [1.948, 3.256, -0.237], [2.609, 2.925, -2.740], [3.086, 1.755, -1.823], [3.392, 2.577, -2.273], [-2.850, -2.599, -3.624], [-1.611, -3.360, -3.231], [-2.512, -3.068, -2.826], [2.631, -2.715, 2.481], [1.576, -3.218, 3.404], [2.335, -2.615, 3.438], [-3.493, -2.413, 1.773], [-4.729, -1.804, 2.423], [-4.260, -2.648, 2.362], [0.153, -4.266, 1.591], [-1.184, -3.697, 1.622], [-0.283, -3.506, 1.973], [0.478, 2.862, -1.822], [0.768, 3.730, -3.047], [0.502, 2.848, -2.757], [1.133, -0.080, -2.332], [1.300, -0.282, -3.874], [0.792, -0.534, -3.103]],
  "lowdin_charge": [-0.22, -0.37, -0.04, -0.31, -0.11, 0.01, 0.10, 0.12, 0.14, 0.12, 0.02, 0.06, 0.11, 0.15, 0.05, 0.11, 0.09, 0.07, 0.07, 0.10, 0.06, -0.13, 0.02, 0.05, -0.13, 0.03, 0.04, -0.07, 0.01, 0.10, -0.13, 0.13, -0.03, -0.11, 0.03, 0.02, -0.10, 0.06, 0.06, -0.11, 0.06, 0.00, -0.09, 0.03, 0.03, -0.07, 0.03, 0.01, -0.08, -0.04, 0.06, -0.04, 0.01, 0.06, -0.03],
  "molar_mass_g_mol": 303.3,
  "e_lumo_ev": -0.15,
  "spin_multiplicity": 1,
  "de_lowest_kj_mol": 364.8,
  "gap_ev": 9.87,
  "homo_energy_ev": -10.019
}